Record 1
CH2OS2 | ωB97M-V with the def2-TZVPD basis set

Results
Energy above the lowest of the compared OMol25 structures with the same formula, charge and spin = 19.13 kcal/mol
SMILES = OC(=S)S
Frontier orbital gap = 9.3 eV
Highest occupied orbital energy = -8.9606 eV

Last column: Mulliken charge in e.
CARTESIAN COORDINATES (ANGSTROEM)
C 0.13 0.04 -0.09  0.363
H 0.55 1.89 -0.09  0.342
H -0.76 -1.83 0.37  0.162
O -0.14 1.25 -0.02  -0.368
S -1.42 -0.69 -0.10  -0.198
S 1.64 -0.66 -0.08  -0.301



Record 2
C48H120O24 | ωB97M-V with the def2-TZVPD basis set

Results
Energy above the lowest of the compared OMol25 structures with the same formula, charge and spin = 30.70 kcal/mol
SMILES = COCCOC.COCCOC.COCCOC.COCCOC.COCCOC.COCCOC.COCCOC.COCCOC.COCCOC.COCCOC.COCCOC.COCCOC
Frontier orbital gap = 9.7 eV
Highest occupied orbital energy = -9.2317 eV

Last column: Mulliken charge in e.
CARTESIAN COORDINATES (ANGSTROEM)
C 0.91 2.82 -1.64  -0.717
O 0.89 4.04 -2.30  -0.119
C 1.89 4.11 -3.34  -0.659
C 1.37 3.77 -4.68  -0.520
O 0.28 4.61 -5.08  -0.121
C 0.25 4.79 -6.46  -0.886
H 1.81 2.67 -1.06  0.710
H 0.84 2.02 -2.40  0.339
H 0.04 2.72 -0.99  -0.355
H 2.70 3.40 -3.12  0.355
H 2.23 5.14 -3.32  0.319
H 1.06 2.69 -4.65  0.179
H 2.17 3.78 -5.41  0.588
H 1.03 5.51 -6.74  0.307
H -0.75 5.18 -6.74  0.230
H 0.45 3.82 -7.00  0.349
C 1.26 5.60 3.28  -0.290
O 0.71 6.54 2.42  -0.485
C 0.78 6.14 1.09  0.085
C 0.14 7.15 0.13  -0.676
O -1.23 7.25 0.47  -0.135
C -1.86 8.35 -0.20  -0.911
H 2.37 5.46 3.15  0.225
H 0.83 4.63 3.01  -0.100
H 1.09 5.92 4.31  0.386
H 0.30 5.14 1.07  -0.281
H 1.80 5.88 0.91  0.660
H 0.33 6.80 -0.89  0.232
H 0.65 8.08 0.25  0.435
H -2.82 8.44 0.25  0.279
H -1.89 8.16 -1.28  0.279
H -1.36 9.32 -0.02  0.353
C -5.04 -1.37 0.56  -0.237
O -6.25 -1.55 1.24  -0.368
C -7.35 -1.10 0.53  -0.429
C -8.59 -1.26 1.45  -0.595
O -8.55 -0.27 2.44  -0.238
C -9.66 -0.40 3.29  -0.755
H -4.23 -1.58 1.24  0.010
H -4.85 -0.38 0.15  0.142
H -4.94 -2.13 -0.24  0.270
H -7.43 -1.71 -0.38  0.394
H -7.28 -0.04 0.23  0.176
H -8.61 -2.27 1.87  0.313
H -9.51 -1.21 0.85  0.416
H -10.64 -0.38 2.76  0.295
H -9.61 0.48 3.92  0.248
H -9.66 -1.35 3.90  0.286
C -4.15 3.21 -0.02  -0.227
O -3.77 3.63 1.25  -0.493
C -2.59 4.42 1.36  0.361
C -2.37 4.84 2.78  -0.832
O -2.19 3.84 3.76  -0.181
C -1.79 4.39 5.08  -0.580
H -4.33 4.02 -0.76  0.416
H -5.01 2.56 0.12  0.322
H -3.27 2.59 -0.39  -0.280
H -2.70 5.35 0.82  0.622
H -1.72 3.91 0.90  -0.461
H -3.24 5.45 3.02  0.419
H -1.51 5.56 2.71  0.355
H -0.82 4.90 5.00  0.093
H -1.74 3.49 5.72  0.219
H -2.55 5.10 5.39  0.341
C 2.07 -3.41 -2.69  -0.484
O 2.76 -4.30 -3.49  -0.496
C 2.97 -5.60 -2.92  0.041
C 4.05 -6.38 -3.69  -0.976
O 3.58 -6.82 -4.99  -0.185
C 4.53 -7.55 -5.74  -0.790
H 2.64 -2.97 -1.84  0.432
H 1.12 -3.80 -2.28  -0.048
H 1.83 -2.52 -3.29  0.393
H 2.00 -6.16 -2.84  0.023
H 3.33 -5.44 -1.91  0.380
H 4.27 -7.24 -3.09  0.397
H 5.02 -5.80 -3.77  0.365
H 5.49 -7.02 -5.69  0.315
H 4.17 -7.74 -6.78  0.216
H 4.81 -8.51 -5.33  0.332
C 8.53 -0.95 1.26  -0.525
O 7.91 -1.37 0.07  -0.398
C 7.06 -0.44 -0.59  -0.863
C 5.68 -0.41 0.04  0.052
O 5.70 0.34 1.26  -0.451
C 4.41 0.68 1.73  0.268
H 9.09 0.03 1.13  0.265
H 9.26 -1.68 1.47  0.249
H 7.77 -0.83 2.06  0.181
H 6.84 -0.74 -1.61  0.375
H 7.51 0.53 -0.54  0.406
H 5.36 -1.41 0.27  0.109
H 4.94 0.05 -0.63  0.233
H 4.51 1.22 2.67  0.045
H 3.81 -0.21 1.94  -0.067
H 3.87 1.29 1.01  0.080
C -1.73 -6.23 -2.25  -0.708
O -1.91 -4.81 -2.39  0.128
C -2.42 -4.54 -3.67  -0.665
C -1.27 -4.34 -4.70  -0.403
O -0.52 -5.43 -5.03  -0.346
C 0.57 -5.12 -5.90  -0.594
H -2.75 -6.70 -2.21  0.300
H -1.22 -6.41 -1.29  0.073
H -1.12 -6.65 -3.09  0.257
H -2.98 -3.57 -3.64  0.084
H -3.14 -5.28 -3.97  0.460
H -0.68 -3.50 -4.31  0.214
H -1.78 -4.00 -5.59  0.451
H 0.27 -4.80 -6.89  0.326
H 1.07 -6.08 -6.05  0.166
H 1.23 -4.40 -5.37  0.215
C 1.51 -0.93 0.23  1.234
O 0.78 -0.55 -0.92  -0.532
C -0.51 -1.14 -0.91  -0.762
C -1.62 -0.31 -0.31  1.003
O -1.38 -0.15 1.03  0.741
C -2.03 0.90 1.68  -0.637
H 1.42 -2.01 0.34  -0.050
H 1.10 -0.47 1.15  -0.494
H 2.56 -0.63 0.08  -0.422
H -0.50 -2.11 -0.40  -0.103
H -0.74 -1.27 -1.97  0.473
H -2.58 -0.82 -0.43  -0.266
H -1.61 0.66 -0.81  -0.785
H -3.02 1.10 1.23  0.007
H -1.42 1.80 1.78  -0.145
H -2.18 0.56 2.69  0.365
C 1.56 1.76 3.35  -0.603
O 2.22 0.92 4.29  0.081
C 2.48 1.43 5.57  -0.850
C 3.65 2.31 5.78  -0.555
O 3.61 3.42 4.97  -0.155
C 4.84 4.17 4.99  -0.894
H 1.30 1.15 2.49  -0.301
H 2.21 2.58 2.99  0.319
H 0.65 2.21 3.70  0.662
H 2.57 0.51 6.14  0.287
H 1.54 1.91 5.85  0.421
H 4.61 1.81 5.57  0.366
H 3.62 2.58 6.83  0.406
H 4.74 4.87 4.17  0.267
H 5.64 3.51 4.71  0.368
H 5.07 4.66 5.95  0.284
C 5.10 -3.10 3.06  -0.377
O 4.17 -4.16 2.82  -0.502
C 2.89 -3.70 2.48  0.524
C 2.01 -4.83 2.07  -0.746
O 2.01 -5.06 0.67  -0.035
C 0.90 -5.87 0.22  0.093
H 5.55 -2.72 2.11  0.150
H 5.87 -3.48 3.72  0.373
H 4.59 -2.22 3.52  0.047
H 2.86 -2.98 1.61  -0.211
H 2.44 -3.22 3.41  0.146
H 1.00 -4.66 2.43  0.297
H 2.44 -5.73 2.53  0.412
H 0.97 -6.90 0.57  0.345
H 1.00 -5.86 -0.83  -0.289
H -0.05 -5.47 0.54  -0.052
C -2.38 5.53 -3.03  -0.532
O -3.20 4.44 -3.40  -0.543
C -2.50 3.22 -3.24  1.045
C -3.52 2.12 -3.48  -0.963
O -2.85 0.82 -3.29  0.007
C -3.72 -0.21 -3.75  -0.441
H -1.66 5.74 -3.80  0.271
H -1.90 5.52 -2.06  0.107
H -3.07 6.40 -2.98  0.352
H -1.99 3.18 -2.27  -0.616
H -1.71 3.13 -4.04  0.189
H -3.96 2.14 -4.49  0.461
H -4.34 2.27 -2.77  0.305
H -4.67 -0.04 -3.24  0.414
H -3.25 -1.16 -3.49  -0.307
H -3.91 -0.09 -4.84  0.338
C -3.11 -4.40 0.71  -0.574
O -3.34 -3.71 1.90  -0.321
C -2.34 -3.96 2.87  -0.738
C -1.30 -2.84 2.82  1.289
O -0.42 -2.90 3.96  -0.486
C 0.11 -1.71 4.49  -0.644
H -3.17 -5.45 0.95  0.544
H -2.16 -4.14 0.17  0.072
H -3.95 -4.22 -0.01  0.183
H -1.88 -4.97 2.70  0.237
H -2.80 -3.97 3.87  0.285
H -1.76 -1.86 2.75  -0.259
H -0.65 -2.82 1.93  -0.353
H -0.56 -0.85 4.48  0.373
H 0.96 -1.43 3.87  0.101
H 0.35 -1.87 5.53  0.390



Record 3
CHN2 | ωB97M-V with the def2-TZVPD basis set

Results
Energy above the lowest of the compared OMol25 structures with the same formula, charge and spin = 53.82 kcal/mol
Total charge = +1
Frontier orbital gap = 9.3 eV
Highest occupied orbital energy = -19.8512 eV

Last column: Mulliken charge in e.
CARTESIAN COORDINATES (ANGSTROEM)
C 0.24 -0.90 -0.02  0.626
N 2.89 0.33 -1.68  -0.079
N 1.93 0.10 -1.20  0.186
H -0.61 -0.25 0.37  0.267



Which of these has the highest energy above the lowest of the compared OMol25 structures with the same formula, charge and spin? CHN2